No. 1
Here is C24H35INO4P2Rh as an isolated structure in a non-equilibrium geometry from OMol25. Energies are from ωB97M-V/def2-TZVPD.

Last column: Mulliken charge in e.
Cartesian coordinates (Å):
C -0.316 0.693 -9.139  -0.888
C -0.309 1.421 -7.814  0.476
H -0.312 1.448 -9.938  0.302
H -1.217 0.074 -9.237  0.309
H 0.577 0.063 -9.240  0.308
O -0.298 2.609 -7.619  -0.397
I -0.323 0.141 -6.028  -0.055
Rh -0.298 0.604 -1.258  -0.785
P 1.915 0.642 -1.549  1.192
C 2.853 1.909 -0.625  -1.254
C 2.528 -0.906 -0.812  -0.942
H 3.618 -0.982 -0.909  0.571
H 3.644 0.487 -3.227  0.423
H 2.045 -1.754 -1.310  0.427
H 2.066 -0.126 -3.834  0.263
H 2.590 1.864 0.442  0.209
H 2.262 -0.936 0.251  -0.231
C 2.557 0.656 -3.242  -1.054
H 3.933 1.734 -0.732  0.448
H 2.343 1.626 -3.707  0.383
H 2.607 2.907 -1.012  0.430
P -2.587 0.654 -1.533  1.186
C -3.482 1.982 -0.652  -1.184
C -3.205 0.688 -3.235  -1.038
H -2.787 -1.737 -1.310  0.369
H -4.357 -0.934 -0.982  0.502
H -3.065 -0.945 0.262  0.071
C -3.273 -0.888 -0.816  -1.013
H -2.718 -0.098 -3.826  0.262
H -4.296 0.542 -3.245  0.424
H -4.569 1.827 -0.724  0.445
H -3.221 2.948 -1.102  0.397
H -2.963 1.658 -3.688  0.375
H -3.172 1.992 0.403  0.201
C -0.256 2.290 -0.483  0.600
O -0.188 3.392 -0.104  -0.359
C 3.412 1.216 3.639  -1.573
C 2.972 -0.151 3.171  0.892
C 3.911 -1.011 2.600  -0.764
C 3.560 -2.294 2.180  -1.104
C 2.239 -2.697 2.260  -0.798
C 1.263 -1.839 2.814  -0.165
N -0.009 -2.403 2.886  0.268
C -1.281 -1.882 3.146  -0.100
C -2.115 -2.620 4.008  -0.552
C -3.336 -2.100 4.414  -0.778
C -3.755 -0.857 3.926  -0.705
C -2.978 -0.154 3.015  -0.703
C -1.745 -0.661 2.605  1.053
C -0.954 0.021 1.513  1.681
O -0.974 1.292 1.464  -0.885
O -0.362 -0.749 0.678  -1.132
C 1.641 -0.578 3.353  1.965
C 0.730 0.290 4.169  -1.582
H 2.829 2.006 3.135  0.317
H 3.279 1.322 4.728  0.378
H 4.477 1.378 3.415  0.429
H 4.947 -0.678 2.514  0.449
H 4.306 -2.983 1.781  0.420
H 1.939 -3.686 1.903  0.425
H -0.042 -3.414 2.761  0.339
H -1.766 -3.595 4.370  0.464
H -3.964 -2.672 5.095  0.431
H -4.733 -0.477 4.225  0.449
H -3.319 0.810 2.623  0.354
H 0.458 1.208 3.623  0.283
H -0.202 -0.197 4.472  0.301
H 1.249 0.613 5.086  0.573

As for the net charge: +2. The expectation value of S² is 6.045. The spin multiplicity is 5.



No. 2
Here is ClPt as an isolated structure in a non-equilibrium geometry from OMol25. Energies are from ωB97M-V/def2-TZVPD.

Last column: Mulliken charge in e.
Cartesian coordinates (Å):
Pt -0.843 -0.647 -0.523  1.117
Cl 0.843 0.647 0.523  -0.117

As for the net charge: +1. As for the relative energy (zero: lowest compared OMol25 entry of this formula, charge and spin): 18.98 kJ/mol. The expectation value of S² is 2.012. The spin multiplicity is 3.



No. 3
Here is a 10-piece molecular cluster, C3H24NO11S overall from OMol25. Energies are from ωB97M-V/def2-TZVPD.

Last column: Mulliken charge in e.
Cartesian coordinates (Å):
C -0.374 1.288 0.468  -0.376
C -0.715 2.724 0.107  -0.749
S -0.406 3.848 1.504  -0.297
N -0.509 0.362 -0.646  0.476
C -1.795 -0.051 -1.050  0.752
O -1.906 -0.441 -2.249  -0.981
O -2.702 -0.039 -0.190  -0.891
H 0.645 1.242 0.841  0.053
H -1.014 0.956 1.266  0.173
H -0.139 3.052 -0.756  0.378
H -1.768 2.805 -0.158  0.359
H 0.412 3.036 2.201  0.160
H 0.138 0.532 -1.402  0.079
H 1.618 -2.689 0.084  0.449
H 0.240 -2.041 -0.092  0.303
O 0.715 -2.657 0.483  -0.805
H 2.124 1.624 2.739  0.340
H 0.983 0.802 3.266  0.375
O 1.367 1.696 3.339  -0.720
H 0.227 -1.781 -3.842  0.306
H -0.627 -0.648 -3.187  0.453
O 0.237 -0.827 -3.690  -0.769
H 2.966 0.156 -2.754  0.259
H 1.558 -0.551 -2.706  0.452
O 2.341 -0.270 -2.156  -0.706
H -0.468 -0.813 2.611  0.374
H 0.567 -1.775 2.014  0.430
O 0.493 -1.017 2.620  -0.815
H 3.424 -1.726 0.171  0.381
H 2.965 -1.723 -1.279  0.440
O 3.270 -2.324 -0.572  -0.826
H -2.663 0.015 2.879  0.291
H -2.412 -0.476 1.412  0.381
O -2.210 -0.662 2.365  -0.727
H 2.192 0.155 0.142  0.279
H 1.878 -0.409 1.548  0.477
O 2.591 -0.001 1.004  -0.732
H -3.886 -0.538 -2.667  0.349
H -4.572 -0.351 -1.365  0.324
O -4.785 -0.485 -2.303  -0.700

As for the net charge: -1. As for the relative energy (zero: lowest compared OMol25 entry of this formula, charge and spin): 0.00 kJ/mol. The spin multiplicity is 1.



No. 4
Here is C37H84Cl4CuN5O13P2 as an isolated structure in a non-equilibrium geometry from OMol25. Energies are from ωB97M-V/def2-TZVPD.

Last column: Mulliken charge in e.
Cartesian coordinates (Å):
Cu 4.643 2.396 1.044  0.380
C 1.198 -0.955 2.798  -1.632
C -0.099 -0.103 2.978  1.144
C -0.488 -0.520 4.486  -1.109
C -1.458 0.423 5.142  -0.727
C -0.953 1.908 5.173  -1.309
C -0.617 2.424 3.696  1.525
N 0.154 1.395 2.888  0.524
O 0.425 1.827 1.590  -0.714
C 0.394 3.603 3.890  -1.664
C -1.988 2.949 3.054  -1.745
C -1.232 -0.737 2.128  -1.683
H 1.144 -1.911 3.319  0.345
H 2.129 -0.460 3.073  0.373
H 1.401 -1.141 1.744  0.402
H 0.409 -0.559 5.103  0.475
H -0.943 -1.510 4.521  0.424
H -1.460 0.093 6.181  0.351
H -2.450 0.454 4.691  0.277
H -0.177 2.098 5.915  0.510
H -1.782 2.444 5.635  0.393
H 0.250 4.462 3.234  0.361
H 1.456 3.398 3.758  0.362
H 0.427 4.091 4.863  0.402
H -2.219 3.902 3.531  0.476
H -2.835 2.282 3.215  0.322
H -1.897 3.207 1.998  0.392
H -1.090 -0.303 1.138  0.431
H -2.176 -0.306 2.461  0.358
H -1.102 -1.818 2.074  0.390
C 7.352 -2.054 -1.803  0.179
O 7.151 -1.038 -1.135  -0.594
N 8.654 -2.412 -2.227  0.121
C 8.912 -3.608 -2.990  -0.923
C 9.837 -1.576 -2.047  -0.978
H 6.593 -2.819 -2.029  0.282
H 9.482 -3.524 -3.915  0.311
H 8.058 -4.236 -3.241  0.283
H 9.540 -4.258 -2.380  0.344
H 9.587 -0.613 -1.601  0.301
H 10.586 -1.934 -1.341  0.327
H 10.377 -1.251 -2.936  0.333
C -7.458 5.354 -4.264  0.096
O -7.537 6.202 -3.420  -0.554
N -6.586 4.316 -4.259  0.113
C -5.770 4.112 -3.026  -0.877
C -6.494 3.448 -5.393  -0.898
H -8.033 5.406 -5.202  0.275
H -4.785 3.746 -3.319  0.290
H -6.206 3.370 -2.358  0.306
H -5.673 4.980 -2.374  0.294
H -6.897 3.761 -6.357  0.303
H -5.488 3.116 -5.648  0.304
H -7.024 2.511 -5.221  0.347
C -8.904 -5.210 2.802  0.143
O -9.012 -6.302 3.406  -0.591
N -7.685 -4.477 2.672  0.091
C -6.397 -4.861 3.229  -0.938
C -7.689 -3.191 1.916  -0.912
H -9.662 -4.635 2.249  0.291
H -5.763 -5.369 2.502  0.276
H -6.656 -5.463 4.100  0.337
H -5.911 -3.999 3.685  0.352
H -7.610 -3.400 0.849  0.336
H -8.638 -2.655 1.928  0.314
H -6.915 -2.489 2.229  0.303
C -9.820 1.964 4.250  0.141
O -10.412 0.894 4.277  -0.589
N -10.394 3.026 3.555  0.090
C -9.794 4.402 3.604  -0.922
C -11.557 2.693 2.683  -0.938
H -8.850 2.223 4.701  0.296
H -9.740 4.878 2.626  0.339
H -8.736 4.375 3.869  0.318
H -10.176 5.123 4.326  0.292
H -11.279 2.565 1.637  0.299
H -12.228 1.905 3.025  0.305
H -12.193 3.577 2.728  0.367
Cl -3.699 -2.749 -3.214  -0.208
C -3.380 -1.323 -4.246  -0.425
C -1.890 -0.899 -4.397  -0.298
Cl -1.602 -0.179 -6.048  -0.222
H -3.950 -0.470 -3.879  0.291
H -3.874 -1.533 -5.195  0.316
H -1.144 -1.674 -4.222  0.249
H -1.661 -0.112 -3.678  0.298
Cl 1.461 8.716 -2.352  -0.192
C 0.707 7.133 -2.769  -0.545
C 0.196 6.932 -4.255  -0.332
Cl 1.511 7.016 -5.395  -0.155
H -0.061 7.031 -2.002  0.319
H 1.420 6.362 -2.476  0.326
H -0.711 7.481 -4.508  0.328
H -0.312 5.975 -4.140  0.250
C 6.443 0.891 8.078  -1.116
C 6.203 2.236 7.383  -0.213
O 7.508 2.816 7.231  -0.311
P 8.409 2.650 5.829  0.868
O 7.546 2.328 4.649  -0.698
O 9.306 4.038 5.672  -0.318
C 9.444 5.045 6.681  -0.155
C 8.616 6.345 6.352  -1.073
O 9.565 1.499 6.169  -0.334
C 9.686 0.258 5.423  -0.195
C 10.920 0.192 4.581  -1.208
H 5.633 0.536 8.716  0.373
H 6.738 0.048 7.454  0.291
H 7.303 0.932 8.747  0.309
H 5.704 2.075 6.427  0.278
H 5.480 2.750 8.015  0.336
H 9.063 4.701 7.642  0.228
H 10.512 5.229 6.793  0.323
H 8.519 7.039 7.187  0.340
H 8.918 6.937 5.488  0.317
H 7.623 6.016 6.046  0.300
H 9.630 -0.564 6.137  0.340
H 8.852 0.168 4.728  0.326
H 10.880 0.954 3.803  0.296
H 11.795 0.325 5.217  0.316
H 10.910 -0.769 4.066  0.361
C 2.031 -5.568 -10.433  -1.170
C 1.462 -5.359 -9.010  -0.148
O 0.510 -6.372 -8.687  -0.339
P -0.556 -6.322 -7.406  0.783
O -1.479 -7.466 -7.318  -0.694
O 0.434 -5.921 -6.123  -0.258
C -0.061 -6.088 -4.765  -0.313
C 0.949 -7.156 -4.264  -1.065
O -1.273 -4.913 -7.733  -0.123
C -1.857 -4.892 -9.097  -0.077
C -3.284 -5.334 -9.145  -1.350
H 1.271 -5.480 -11.209  0.291
H 2.841 -4.908 -10.745  0.378
H 2.374 -6.602 -10.407  0.287
H 2.297 -5.370 -8.310  0.311
H 1.101 -4.351 -8.807  0.326
H -0.172 -5.167 -4.193  0.308
H -1.063 -6.503 -4.867  0.329
H 0.837 -7.235 -3.182  0.408
H 0.586 -8.104 -4.660  0.277
H 1.983 -6.901 -4.497  0.264
H -1.848 -3.847 -9.407  0.351
H -1.370 -5.592 -9.776  0.210
H -3.919 -4.981 -9.957  0.399
H -3.396 -6.417 -9.198  0.320
H -3.839 -5.136 -8.228  0.294

The spin multiplicity is 1.



no.,molecular weight (g mol⁻¹),E_tot (eV)
1,693.305,-64806.962
2,230.531,-15756.452
3,282.288,-38354.191
4,1074.407,-187100.626